Record 1
69
Properties=species:S:1:pos:R:3:forces:R:3:mulliken_charge:R:1 method="wB97M-V/def2-TZVPD" e_lumo_ev="-2.71 / -3.64" orbital_gap_ev="4.949 / 6.833" spin_multiplicity=6 homo_energy_ev="-7.663 / -10.477" total_charge=+1 relative_energy_ev=10.2210
Ru 1.258 0.024 -1.292 7.764 2.843 2.783 -0.375
N -0.616 0.467 -1.172 -1.266 2.436 -0.364 -0.016
N 1.134 -0.629 -3.028 -0.605 -2.604 -2.264 -0.432
N 0.966 0.913 0.662 4.800 1.620 1.057 1.060
N 3.266 0.527 -0.580 3.715 2.504 -0.324 0.001
N 2.311 -1.691 -0.579 -0.890 -3.916 0.137 0.338
N -0.277 -0.082 0.155 1.423 -11.125 -4.446 0.265
C -0.238 2.898 1.567 0.668 0.110 -0.265 -1.943
C 2.281 -2.465 -1.851 -0.586 -1.345 -0.741 -0.683
C -0.978 1.554 -0.510 0.944 7.920 1.559 -0.001
C 2.122 1.147 1.495 1.848 0.494 -0.685 -0.607
C -0.035 1.738 0.631 -3.559 7.517 -1.551 0.057
C 3.609 -1.740 0.083 0.264 0.430 0.914 -0.773
C 0.314 0.227 2.974 -0.862 -0.790 1.597 0.072
C -1.685 1.664 4.294 0.043 -0.275 -0.190 -0.940
C -0.932 0.411 2.363 -0.776 -0.977 0.140 -0.175
C -1.924 2.420 -1.020 -0.373 -0.058 -0.473 -0.685
C -0.980 0.281 -2.446 0.828 -2.609 -3.474 0.524
C -0.145 -0.776 -3.095 -3.167 -0.790 -0.931 0.616
C 3.230 1.513 0.510 -0.443 0.985 0.332 -1.849
C -2.436 2.141 -2.301 -0.004 0.045 -0.208 -1.019
C -4.216 -1.193 -1.000 0.251 -0.052 0.335 -1.673
C -1.193 -0.144 1.016 -5.410 -2.904 4.745 0.386
C -0.852 -1.983 -3.637 0.062 0.288 -0.666 -1.810
C -1.931 1.069 -3.053 -0.505 0.987 0.343 -0.023
C -3.178 -1.552 1.568 -0.693 -0.267 -0.027 -0.569
C -4.391 -2.146 1.213 0.332 0.233 -0.015 -0.810
C 4.313 -0.483 -0.330 0.418 -0.634 -0.691 -0.717
C -2.482 -0.769 0.639 0.495 0.106 0.573 0.586
C 2.105 -1.688 -3.180 0.088 -1.078 -0.635 -1.067
C -0.445 1.470 4.904 -0.024 0.117 0.012 -0.594
C -1.930 1.137 3.024 -0.113 -0.269 0.762 -0.584
C -3.002 -0.598 -0.650 -0.662 -0.372 -0.085 -0.029
C -4.910 -1.965 -0.069 -0.008 0.019 -0.107 -0.633
C 0.554 0.754 4.244 -0.244 -0.170 -0.347 -0.567
H 2.586 0.116 -2.544 -1.400 1.680 2.130 0.187
H -0.099 2.565 2.600 0.223 0.542 -0.286 0.350
H -5.853 -2.429 -0.344 0.152 0.078 0.054 0.406
H -2.227 3.317 -0.497 0.031 -0.172 0.069 0.515
H -2.233 0.905 -4.080 0.129 -0.087 0.066 0.550
H -2.475 0.004 -1.386 -1.624 -0.963 0.980 0.746
H 1.417 -3.139 -1.770 0.117 0.114 -0.062 0.425
H 1.843 -2.378 -3.990 0.014 -0.204 0.196 0.552
H 1.521 0.608 4.719 -0.120 -0.001 -0.035 0.451
H 2.984 2.485 0.063 -0.058 -0.159 0.084 0.550
H 3.064 -1.234 -3.452 -0.155 0.068 -0.104 0.452
H -3.172 2.809 -2.744 0.128 -0.164 0.108 0.437
H 1.703 -2.256 0.058 0.316 0.921 -0.815 0.244
H -2.894 1.311 2.555 0.162 -0.110 -0.043 0.586
H 5.079 -0.181 0.392 -0.271 0.155 -0.099 0.335
H 3.146 -3.131 -1.946 0.028 0.190 0.008 0.336
H -4.618 -1.055 -2.000 0.045 0.020 0.128 0.422
H -0.512 -2.176 -4.658 -0.041 -0.256 0.036 0.479
H -0.256 1.883 5.892 -0.034 -0.075 -0.171 0.407
H -4.928 -2.755 1.936 0.106 0.095 -0.112 0.414
H -1.247 3.310 1.499 0.182 -0.095 -0.148 0.536
H 4.193 -2.643 -0.126 -0.211 0.058 -0.126 0.419
H 4.190 1.647 1.020 0.023 -0.223 -0.113 0.435
H 3.663 1.000 -1.427 -0.851 -0.076 1.386 0.354
H 1.100 -0.333 2.474 -1.316 -0.400 0.803 0.964
H 3.444 -1.718 1.167 -0.106 -0.056 -0.143 0.353
H 2.006 1.947 2.232 -0.151 -0.121 -0.070 0.621
H -1.935 -1.837 -3.654 0.216 -0.016 0.056 0.437
H -2.780 -1.720 2.565 0.015 0.129 -0.159 0.478
H -2.459 2.230 4.805 0.128 -0.086 -0.097 0.425
H 0.485 3.684 1.337 -0.018 0.259 0.083 0.392
H 2.369 0.235 2.049 0.732 0.466 -0.422 0.705
H 4.835 -0.669 -1.278 -0.099 0.085 0.085 0.419
H -0.629 -2.853 -3.013 -0.046 -0.016 -0.067 0.282



Record 2
85
Properties=species:S:1:pos:R:3:forces:R:3:mulliken_charge:R:1 method="wB97M-V/def2-TZVPD" e_lumo_ev="1.68 / 1.54" orbital_gap_ev="5.709 / 5.587" spin_multiplicity=1 homo_energy_ev="-4.024 / -4.043" total_charge=-1
Rh -0.773 -0.630 -0.257 2.121 -3.343 0.288 0.035
As -2.869 -2.444 -1.044 -0.599 -0.571 -0.002 0.860
S 0.180 -3.029 -0.124 -0.623 2.246 -0.586 -0.347
S -0.592 -0.756 2.091 -0.268 0.772 -1.662 -0.407
Si 2.484 1.132 -0.213 0.219 0.998 0.238 0.330
N -4.808 3.917 -3.039 -0.086 0.427 -0.240 -0.665
N -4.170 1.833 -1.959 -0.962 -1.233 0.548 -0.651
N -2.221 0.574 -1.280 0.600 0.576 0.030 -0.763
N 0.443 2.809 -0.928 -0.144 -0.275 -0.269 0.676
C -0.325 2.789 0.277 -0.656 -0.617 0.343 0.280
C 5.396 1.001 0.034 -0.103 0.029 0.178 -0.309
C -1.358 3.926 0.314 0.246 0.114 0.077 -0.659
C 0.302 -3.283 1.575 -0.284 0.752 1.534 1.157
C 6.694 1.145 -0.423 0.275 0.021 -0.002 -0.692
C 2.873 2.269 2.405 0.059 0.179 -0.198 -0.126
C 4.305 1.199 -0.807 -0.374 -0.554 0.030 0.444
C -2.945 -4.888 -2.822 -0.039 0.172 0.137 -1.222
C -3.369 -3.823 0.303 0.066 0.062 -0.058 -0.641
C 2.884 -0.123 3.765 0.112 -0.136 0.143 -0.419
C 1.402 -0.171 -0.971 -1.444 0.189 0.628 -1.244
C 2.677 1.094 1.685 -0.238 -0.129 -0.471 0.414
C 5.865 1.634 -2.610 0.141 0.044 -0.218 -0.717
C 3.082 1.060 4.460 0.030 -0.004 0.099 -0.650
C 4.574 1.484 -2.143 -0.160 0.061 -0.010 -0.523
C -3.595 -3.175 1.667 0.110 0.144 -0.114 -0.873
C 2.691 -0.103 2.394 0.069 -0.067 -0.064 -0.348
C -4.447 2.941 -2.534 0.036 1.045 -0.453 0.577
C 6.935 1.483 -1.744 0.060 -0.006 -0.008 -0.406
C -0.227 3.302 -2.089 -0.184 0.303 -0.099 -0.528
C -5.571 -1.265 -0.920 0.125 -0.033 0.038 -1.138
C -0.683 4.774 -1.945 0.124 -0.066 -0.030 -0.788
C -4.657 -2.053 -1.846 0.156 -0.002 0.011 -0.765
C -2.227 -3.572 -2.551 0.215 0.186 -0.020 -0.565
C -0.807 5.125 -0.460 -0.204 -0.061 -0.018 -0.713
C -3.125 1.235 -1.620 0.971 -0.219 0.087 0.522
C 3.080 2.261 3.772 0.019 0.120 0.162 -0.694
C 0.038 -2.603 3.977 0.037 0.091 -0.079 -2.143
C 1.865 2.869 -0.794 0.028 -0.567 0.276 -1.098
C -0.025 -2.339 2.497 0.420 -1.523 -0.914 0.381
C 0.798 -4.658 1.933 0.004 0.220 -0.109 -1.594
H -1.645 4.898 -2.447 -0.057 0.072 -0.015 0.450
H -1.460 5.991 -0.333 0.085 0.044 0.025 0.479
H 1.810 -4.788 1.548 0.092 -0.129 0.012 0.310
H 0.179 5.383 -0.060 -0.024 0.036 0.036 0.210
H -0.826 1.796 0.380 0.124 0.646 0.228 -0.835
H -2.481 -5.388 -3.674 -0.025 -0.070 -0.011 0.423
H 2.292 3.085 -1.770 0.201 -0.042 -0.124 0.570
H -2.286 -2.937 -3.442 0.033 0.041 0.144 0.420
H -2.777 -2.484 1.885 -0.048 -0.031 0.121 0.036
H 3.246 3.192 4.302 -0.030 0.000 -0.008 0.394
H 1.900 -1.139 -1.010 -0.203 -0.067 0.084 0.791
H 1.067 0.112 -1.975 0.180 0.099 0.012 0.537
H 1.057 -2.831 4.289 0.037 -0.010 0.137 0.358
H 0.804 -4.832 3.005 -0.005 -0.029 0.079 0.439
H -3.998 -4.734 -3.059 -0.042 -0.045 0.016 0.277
H 0.164 -5.404 1.452 -0.002 -0.168 0.027 0.285
H 0.029 5.447 -2.427 -0.006 0.041 -0.031 0.260
H -4.256 -4.381 -0.014 0.102 0.018 -0.131 0.523
H 3.245 1.045 5.530 -0.023 -0.017 0.008 0.363
H -0.608 -3.438 4.252 -0.019 0.021 0.080 0.415
H -4.522 -2.601 1.682 -0.022 0.034 0.047 0.248
H -2.526 -4.516 0.368 -0.043 0.062 -0.126 0.323
H 2.880 3.215 1.881 -0.005 0.120 -0.017 0.288
H 0.432 3.181 -2.951 -0.067 -0.036 -0.047 0.507
H 6.043 1.870 -3.651 -0.006 0.033 -0.059 0.379
H -5.868 -1.871 -0.064 -0.025 0.034 0.089 0.298
H 0.352 2.872 1.130 0.040 0.095 0.047 0.369
H -3.640 -3.918 2.465 -0.030 -0.031 -0.004 0.370
H 7.531 0.996 0.249 -0.004 0.010 0.077 0.377
H 3.745 1.604 -2.825 -0.080 0.041 -0.188 0.369
H -5.051 -0.377 -0.559 -0.172 0.044 0.078 0.211
H -6.480 -0.948 -1.438 0.039 0.044 0.035 0.369
H -1.561 4.195 1.354 -0.110 -0.046 -0.039 0.492
H 7.947 1.631 -2.098 0.047 -0.058 -0.011 0.358
H 2.891 -1.061 4.306 -0.028 -0.053 -0.059 0.364
H -0.296 -1.714 4.505 -0.002 0.024 0.227 0.490
H 5.224 0.749 1.072 0.011 -0.015 0.110 0.331
H -1.102 2.667 -2.257 0.047 0.075 -0.150 -0.225
H -1.170 -3.770 -2.361 -0.101 0.092 -0.011 0.373
H -2.880 -5.554 -1.962 -0.029 -0.073 0.024 0.256
H -5.139 -2.988 -2.152 0.148 0.033 0.011 0.418
H -2.300 3.611 -0.138 -0.094 -0.039 -0.005 0.204
H 2.553 -1.032 1.861 -0.130 -0.195 -0.023 0.501
H 2.168 3.690 -0.129 0.299 0.115 0.056 0.211
H -4.462 -1.468 -2.750 0.073 -0.065 0.030 0.424



Record 3
49
Properties=species:S:1:pos:R:3:forces:R:3:mulliken_charge:R:1 method="wB97M-V/def2-TZVPD" e_lumo_ev=0.67 orbital_gap_ev=9.781 spin_multiplicity=1 homo_energy_ev=-9.113 smiles="O=C1NCC[C@H]1CCCc1ccccc1.COC[C@@H](C)N" relative_energy_ev=2.6232
O 6.287 -1.579 0.137 -0.370 0.033 -0.292 -0.537
O -4.745 0.382 -1.294 -0.066 -0.047 -0.048 -0.403
N 6.185 0.549 -0.812 -0.555 0.003 0.634 -0.463
N -2.992 -1.811 -0.541 0.047 0.111 0.012 -0.689
C -4.383 0.165 0.055 0.178 0.112 0.081 -0.174
C -5.157 -2.243 0.498 0.002 -0.018 0.028 -1.590
C 5.722 1.812 -0.194 -0.110 0.207 -0.178 -0.502
C 0.186 0.895 -1.047 -0.007 -0.105 0.114 -0.142
C 2.542 -1.350 0.216 0.086 -0.178 -0.218 -0.881
C 0.337 -0.087 -0.070 -0.110 0.140 0.070 0.349
C 5.742 -0.511 0.062 0.476 -0.334 0.001 -0.061
C -0.212 0.148 1.192 0.032 -0.043 -0.091 0.019
C 3.263 -0.009 0.123 0.101 -0.144 -0.177 -0.563
C -0.489 2.079 -0.772 0.028 -0.050 -0.001 -0.719
C 4.591 -0.001 0.897 -0.229 0.467 0.477 0.444
C -3.983 -1.274 0.394 -0.026 -0.086 -0.073 0.455
C -6.085 0.078 -1.623 0.033 0.038 -0.036 -0.665
C 5.084 1.419 1.154 -0.016 0.352 -0.212 -0.975
C -1.026 2.301 0.488 0.028 -0.082 0.009 -0.449
C -0.888 1.328 1.473 0.051 -0.140 -0.064 -0.681
C 1.104 -1.356 -0.346 -0.029 0.172 0.092 -1.502
H -5.180 0.525 0.720 -0.018 -0.075 0.016 0.457
H 4.295 2.124 1.419 -0.080 -0.124 0.040 0.380
H 3.122 -2.084 -0.353 -0.012 -0.063 0.135 0.338
H 4.998 2.320 -0.835 -0.063 -0.081 0.016 0.279
H 2.643 0.806 0.503 -0.048 -0.084 0.061 0.430
H -3.503 0.793 0.221 -0.032 0.034 -0.045 -0.114
H -0.600 2.832 -1.543 0.002 -0.032 -0.013 0.411
H -6.216 -0.973 -1.895 -0.019 -0.006 0.042 0.227
H -5.534 -2.519 -0.486 -0.003 0.028 -0.015 0.293
H 0.605 0.712 -2.030 -0.034 0.088 -0.036 0.416
H -0.104 -0.618 1.953 -0.049 0.062 0.036 0.432
H 5.735 0.396 -1.708 0.473 0.007 -0.228 0.332
H -4.840 -3.160 0.993 0.019 -0.013 -0.029 0.387
H -1.315 1.469 2.457 -0.006 0.088 -0.004 0.411
H 0.557 -2.185 0.109 0.054 -0.101 -0.156 0.416
H -5.979 -1.811 1.072 -0.001 0.007 -0.007 0.352
H 3.443 0.212 -0.937 -0.056 0.131 0.038 0.114
H -3.502 -1.228 1.377 -0.015 0.046 0.028 0.385
H 1.127 -1.525 -1.425 0.007 -0.011 0.026 0.512
H 6.544 2.513 -0.050 0.127 -0.160 -0.065 0.354
H 2.547 -1.716 1.247 -0.086 0.205 0.047 0.423
H -1.560 3.219 0.693 -0.006 0.011 0.038 0.410
H -6.759 0.315 -0.793 -0.017 -0.009 0.006 0.313
H -6.357 0.691 -2.481 0.003 0.000 -0.002 0.266
H -2.157 -1.231 -0.514 -0.003 -0.030 0.041 0.203
H 4.442 -0.554 1.823 0.272 -0.173 -0.034 0.642
H -3.355 -1.703 -1.483 -0.012 -0.050 -0.003 0.320
H 5.821 1.444 1.957 0.059 -0.104 -0.062 0.339